Entry 1:
ORCA calculation (ωB97M-V with the def2-TZVPD basis set) on an isolated molecule of C2H3BrN2O at a distorted geometry.

```
9
Properties=species:S:1:pos:R:3:lowdin_charge:R:1
H -1.518 -1.753 -1.291 0.073
N -1.199 -1.056 -0.605 0.100
N -0.393 -0.282 -1.143 -0.108
C 0.185 0.675 -0.262 -0.741
Br 1.165 1.987 -1.313 0.688
C 1.125 0.001 0.744 -0.305
O 0.918 -1.077 1.202 0.084
H -0.559 1.220 0.333 0.106
H 2.009 0.615 0.984 0.103
```

Computed properties:
Highest occupied orbital energy, eV: -9.6
Relative energy (zero: lowest compared OMol25 entry of this formula, charge and spin), kcal per mole: 0.0
Strongest force on any atom, eV/Å: 1.84
Charge: 0
E, eV: -77190.580

=====

Entry 2:
ORCA calculation (ωB97M-V with the def2-TZVPD basis set) on a cluster of 5 separate species, C19H28BNO13 in total at a distorted geometry.

```
62
Properties=species:S:1:pos:R:3:lowdin_charge:R:1
C 2.116 1.603 -2.306 0.112
C 1.598 2.703 -2.136 -0.157
O 1.111 3.906 -1.586 0.059
C -0.254 4.061 -1.952 -0.397
O -0.611 5.113 -2.455 0.135
N -1.224 2.965 -1.781 0.087
O -2.380 3.425 -2.396 0.080
B -3.499 2.606 -2.093 -0.619
O -4.781 3.090 -2.528 0.117
O -3.446 1.361 -1.399 0.131
H 2.887 0.801 -2.480 0.069
H -1.358 2.817 -0.774 0.116
H -4.709 3.156 -3.509 0.112
H -3.475 0.634 -2.052 0.123
O 4.456 2.449 0.196 0.122
C 5.070 2.931 -0.715 -0.484
C 6.011 4.105 -0.623 -0.080
C 6.167 4.502 -2.078 -0.163
C 5.967 3.187 -2.798 -0.161
O 5.040 2.451 -1.989 -0.004
H 6.955 3.771 -0.188 0.133
H 5.577 4.909 -0.030 0.129
H 7.123 4.975 -2.304 0.117
H 5.372 5.201 -2.355 0.122
H 6.894 2.611 -2.877 0.126
H 5.551 3.326 -3.796 0.127
O -0.286 1.262 0.129 0.112
C -0.905 1.302 1.159 -0.466
C -1.729 0.181 1.734 -0.072
C -2.564 0.902 2.775 -0.155
C -1.663 2.049 3.177 -0.158
O -0.919 2.375 1.995 0.033
H -1.062 -0.556 2.186 0.135
H -2.353 -0.280 0.969 0.110
H -2.859 0.271 3.615 0.117
H -3.474 1.290 2.310 0.123
H -0.959 1.769 3.966 0.128
H -2.231 2.920 3.505 0.126
O -3.653 -2.364 0.165 0.105
C -3.638 -3.131 1.094 -0.479
C -4.848 -3.793 1.702 -0.079
C -4.301 -4.299 3.024 -0.162
C -2.842 -4.539 2.701 -0.167
O -2.508 -3.551 1.716 0.016
H -5.169 -4.612 1.054 0.135
H -5.656 -3.078 1.848 0.127
H -4.811 -5.187 3.399 0.118
H -4.390 -3.514 3.781 0.118
H -2.666 -5.529 2.274 0.127
H -2.204 -4.415 3.576 0.129
O -0.012 -5.283 1.473 0.110
C 0.565 -4.794 0.539 -0.473
C 1.465 -3.587 0.592 -0.074
C 1.574 -3.206 -0.872 -0.159
C 1.404 -4.539 -1.567 -0.163
O 0.522 -5.294 -0.724 0.031
H 2.431 -3.880 1.010 0.134
H 1.017 -2.789 1.182 0.124
H 2.508 -2.704 -1.127 0.118
H 0.749 -2.540 -1.140 0.124
H 2.348 -5.084 -1.659 0.127
H 0.960 -4.431 -2.557 0.126
```

Computed properties:
Highest occupied orbital energy, eV: -9.3
Strongest force on any atom, eV/Å: 3.99
Charge: 0
E, eV: -48940.099

=====

Entry 3:
ORCA calculation (ωB97M-V with the def2-TZVPD basis set) on an isolated molecule of C8H12N2O3 at a distorted geometry.

```
25
Properties=species:S:1:pos:R:3:lowdin_charge:R:1
C 2.186 1.926 2.461 -0.135
N 2.154 0.845 1.555 -0.048
C 1.035 0.658 0.736 -0.279
N 0.360 1.760 0.457 0.133
C -0.636 1.592 -0.409 -0.138
C -1.097 0.482 -0.948 -0.175
C -2.317 0.564 -1.779 -0.242
O -3.308 -0.430 -1.550 -0.080
C -0.422 -0.758 -0.596 0.000
C -0.775 -2.299 -0.866 -0.228
O 0.017 -3.038 -1.651 0.023
C 0.672 -0.605 0.213 -0.192
O 1.479 -1.720 0.482 0.032
H 1.449 1.865 3.270 0.079
H 2.013 2.843 1.904 0.074
H 3.194 1.871 2.986 0.102
H 2.475 -0.177 1.773 0.166
H -1.021 2.590 -0.679 0.132
H -2.603 1.578 -1.846 0.097
H -1.996 0.476 -2.829 0.134
H -3.334 -0.555 -0.514 0.156
H -1.799 -2.109 -1.251 0.111
H -0.861 -2.708 0.180 0.141
H 0.818 -3.079 -1.204 0.049
H 2.319 -1.572 0.106 0.089
```

Computed properties:
Highest occupied orbital energy, eV: -8.3
Relative energy (zero: lowest compared OMol25 entry of this formula, charge and spin), kcal per mole: 43.5
Strongest force on any atom, eV/Å: 5.42
Charge: 0
E, eV: -17611.212

=====

Entry 4:
ORCA calculation (ωB97M-V with the def2-TZVPD basis set) on an isolated molecule of C5H10N2 at a distorted geometry.

```
17
Properties=species:S:1:pos:R:3:lowdin_charge:R:1
C -0.440 -1.678 0.099 -0.190
C -0.174 -0.439 0.932 -0.087
C -0.494 0.944 -1.090 -0.078
C 0.275 2.096 1.003 -0.039
C -0.141 0.718 0.338 -0.334
N 0.723 -2.208 -0.637 -0.280
N 1.261 -1.599 -1.438 0.063
H -0.696 -2.564 0.722 0.118
H -1.220 -1.439 -0.549 0.070
H 0.230 -0.677 1.911 0.106
H 0.287 0.704 -1.729 0.044
H -1.381 0.329 -1.401 0.100
H -0.627 2.016 -1.169 0.072
H 1.052 1.937 1.764 0.070
H -0.522 2.723 1.456 0.089
H 0.806 2.434 0.133 0.055
H 1.064 -3.296 -0.345 0.219
```

Computed properties:
Highest occupied orbital energy (alpha / beta), eV: -5.8 / -9.5
Relative energy (zero: lowest compared OMol25 entry of this formula, charge and spin), kcal per mole: 34.8
Strongest force on any atom, eV/Å: 14.60
Charge: 0
2S+1: 3
E, eV: -8321.355

=====

Entry 5:
ORCA calculation (ωB97M-V with the def2-TZVPD basis set) on an isolated molecule of C4H4N2O2 at a distorted geometry.

```
12
Properties=species:S:1:pos:R:3:lowdin_charge:R:1
C 2.944 -0.090 0.177 0.083
C 1.800 0.367 0.161 -0.068
C 0.448 0.513 -0.392 -0.365
N -0.270 1.526 -0.021 0.035
N -1.651 1.487 -0.206 0.033
O 0.064 -0.751 -0.767 0.019
C -0.920 -1.572 -0.245 -0.182
O -1.561 -1.115 0.704 0.037
H 3.935 -0.712 0.605 0.119
H -1.959 2.206 0.332 0.025
H -1.869 0.604 0.474 0.122
H -0.961 -2.463 -0.822 0.143
```

Computed properties:
Highest occupied orbital energy, eV: -9.2
Relative energy (zero: lowest compared OMol25 entry of this formula, charge and spin), kcal per mole: 132.9
Strongest force on any atom, eV/Å: 6.05
Charge: 0
E, eV: -11282.776

=====

Entry 6:
ORCA calculation (ωB97M-V with the def2-TZVPD basis set) on a structure of composition C5H6LaO5 at a distorted geometry.

```
17
Properties=species:S:1:pos:R:3:lowdin_charge:R:1
H -0.917 2.965 -1.723 0.042
O 1.997 -0.506 1.862 0.044
C -1.589 2.440 -1.047 0.002
C 2.392 0.182 2.725 -0.278
H -2.520 2.951 -0.807 0.049
H -0.609 -1.797 -3.849 0.137
C -0.947 -1.651 -2.804 -0.301
C -1.432 -0.204 -2.690 -0.151
O -1.751 0.002 -1.309 -0.183
C -1.404 1.132 -0.542 -0.508
O 2.276 0.965 3.641 0.241
O -0.973 0.638 0.582 -0.287
La 0.002 -1.279 0.114 2.286
O 0.053 -1.927 -1.879 -0.508
H -1.823 -2.322 -2.674 0.129
H -2.326 -0.016 -3.301 0.147
H -0.637 0.504 -2.967 0.139
```

Computed properties:
Highest occupied orbital energy (alpha / beta), eV: -9.7 / -10.2
Strongest force on any atom, eV/Å: 7.17
Charge: +1
E, eV: -16370.644